16
Properties=species:S:1:pos:R:3 method="wB97M-V/def2-TZVPD" molar_mass_g_mol=128.11 largest_force_ev_per_a=8.04 charge=+1 homo_lumo_gap_ev=5.56
H -0.3034 -2.4012 -0.4488
H 0.7093 -1.3373 -1.5805
H -0.8385 -0.6262 1.5714
O 2.9120 0.0983 1.1106
O 2.2136 0.2146 -0.9514
H -1.8394 -0.0867 -1.3167
O -0.9095 1.2643 0.8663
H -1.9100 -1.7019 -0.3348
Be 3.2820 0.7474 -0.2963
C 2.1995 -0.3848 0.1780
O 1.3223 -1.3058 0.4388
C -1.0604 -0.0638 0.6619
C 0.6824 -2.0014 -0.7135
C -1.6176 -0.6548 -0.4102
H -1.1091 1.7605 0.0637
H 1.3284 -2.8548 -0.9561